13
Properties=species:S:1:pos:R:3:nbo_charge:R:1 method="wB97M-V/def2-TZVPD" homo_energy_ev=-13.042 gap_ev=2.3 de_lowest_kcal_mol=446.00 charge=+1 total_energy_ha=-1579.8728
S -0.7769 -1.4278 -2.5959 2.269
S 0.1496 -1.6485 -0.6498 2.287
F 0.0212 -1.1105 0.8158 -0.487
F 2.8619 3.4705 2.4186 -0.385
F -1.6136 3.5138 4.8359 -0.357
F -0.8376 -0.0983 -3.6562 -0.497
O -2.0950 -1.8891 -2.6923 -0.775
O 0.3012 -2.2003 -3.2360 -0.731
O -0.4211 -2.9960 -0.4314 -0.670
O 1.6546 -1.6487 -0.7221 -0.618
N -0.5799 -0.4938 -1.2047 -0.791
Be -0.9017 4.2104 0.3182 0.869
Be 2.2374 2.3182 6.7998 0.886